{"formula": "C11H17O3P", "method": "wB97M-V/def2-TZVPD", "symbols": ["C", "C", "C", "C", "C", "C", "C", "C", "C", "C", "C", "O", "O", "O", "P", "H", "H", "H", "H", "H", "H", "H", "H", "H", "H", "H", "H", "H", "H", "H", "H", "H"], "coordinates": [[-1.998, -2.612, -0.629], [-1.215, -2.695, 0.578], [-2.110, -1.450, -1.272], [-0.399, -1.690, 0.936], [-1.498, -0.210, -0.706], [-0.281, -0.482, 0.139], [2.998, -0.953, 0.213], [0.387, 2.741, -0.016], [2.041, -0.023, 0.965], [0.969, 1.514, -0.725], [0.832, 0.279, 0.122], [-4.027, 0.583, -0.837], [-3.408, -0.647, 1.256], [-2.750, 1.801, 1.013], [-2.886, 0.525, 0.291], [-2.484, -3.505, -0.995], [-1.271, -3.599, 1.167], [-2.700, -1.345, -2.170], [0.235, -1.800, 1.804], [-1.300, 0.523, -1.489], [3.297, -0.502, -0.732], [2.508, -1.900, -0.001], [3.891, -1.144, 0.803], [0.930, 2.942, 0.905], [-0.656, 2.580, 0.238], [0.462, 3.618, -0.656], [2.557, 0.911, 1.193], [1.764, -0.486, 1.912], [2.027, 1.692, -0.929], [0.467, 1.387, -1.686], [-4.612, 1.319, -0.647], [-3.207, -0.449, 2.170]], "charge": 0, "smiles": "CCC(CC)=C1C=CC=C[C@H]1P(=O)(O)O", "orbital_gap_ev": 8.29, "homo_ev": -7.8244, "de_lowest_ev": 0.218}